This record from the OMol25 dataset describes a gas-phase ion, C4H11BrNO (charge +1) at a distorted geometry. The level of theory is ωB97M-V/def2-TZVPD.

```
18
Properties=species:S:1:pos:R:3:lowdin_charge:R:1
C -0.259 -0.913 1.456 -0.0855
C 0.611 -0.722 0.133 -0.7486
C -0.105 -1.290 -1.086 -0.0787
Br 2.480 -1.402 0.406 0.7622
C 0.939 0.927 -0.077 -0.4519
N -0.429 1.610 -0.177 0.2825
O 1.613 1.200 -1.140 0.0249
H 0.268 -0.601 2.363 0.0817
H -1.144 -0.408 1.274 0.0268
H -0.378 -2.044 1.700 0.1355
H 0.451 -0.773 -1.801 0.0560
H 0.070 -2.426 -1.116 0.1370
H -1.100 -1.065 -1.094 0.0531
H 1.552 1.294 0.719 0.1420
H -0.607 1.723 -1.131 0.1482
H -1.135 1.086 0.383 0.1580
H -0.464 2.513 0.273 0.1731
H 2.501 1.644 -1.012 0.1839
```

## Properties
- Gap between HOMO and LUMO: 10.244 eV
- Calculated total energy: -77898.4368 eV
- Total charge: +1
- HOMO level: -13.93 eV
- SMILES: CC(C)(Br)[C@H]([NH3+])O



This record from the OMol25 dataset describes C4H11BrOSi in the gas phase at a distorted geometry. The level of theory is ωB97M-V/def2-TZVPD.

```
18
Properties=species:S:1:pos:R:3:lowdin_charge:R:1
C -0.574 2.150 -1.041 -0.0992
C -1.041 -2.084 -1.129 -0.2117
C -0.972 -0.341 1.679 -0.2124
C 3.549 0.345 0.534 -0.4549
O -1.016 0.786 -1.041 -0.2916
Si -0.598 -0.509 -0.166 0.2965
Br 1.849 -0.404 -0.254 0.6447
H -1.172 2.603 -1.717 0.0431
H 0.476 2.443 -1.362 0.1212
H -0.904 2.504 -0.135 0.0594
H -2.108 -2.416 -0.924 0.0405
H -0.845 -1.879 -2.295 0.0859
H -0.387 -2.974 -0.830 0.0449
H -0.091 0.074 2.228 0.0317
H -1.863 0.297 1.938 0.0394
H -1.317 -1.342 2.154 0.0593
H 3.144 1.172 1.048 -0.1343
H 3.869 -0.427 1.313 -0.0622
```

## Properties
- Gap between HOMO and LUMO: 7.658 eV
- Calculated total energy: -84291.2609 eV
- Total charge: 0
- HOMO level: -7.18 eV



This record from the OMol25 dataset describes a molecular structure, C4H11CdINO at a distorted geometry. The level of theory is ωB97M-V/def2-TZVPD.

```
19
Properties=species:S:1:pos:R:3:lowdin_charge:R:1
Cd -16.013 -32.246 17.228 0.6456
I -17.753 -33.347 12.629 0.2120
C -14.737 -37.897 4.430 -0.0596
C -15.646 -37.025 5.262 -0.4229
C -17.141 -37.040 4.803 -0.2533
O -17.436 -36.005 3.952 -0.1745
C -18.643 -36.168 3.117 -0.0469
N -15.588 -37.569 6.590 0.0553
H -14.825 -37.519 3.412 0.0850
H -15.014 -38.951 4.435 0.0848
H -13.711 -37.747 4.768 0.0830
H -15.423 -35.958 5.249 0.1467
H -17.773 -37.018 5.691 0.1137
H -17.348 -38.011 4.353 0.1248
H -18.426 -36.743 2.217 0.0823
H -19.025 -35.231 2.712 0.0846
H -19.404 -36.712 3.676 0.0830
H -15.979 -38.500 6.560 0.0831
H -16.263 -37.092 7.171 0.0734
```

## Properties
- Gap between HOMO and LUMO: 1.601 eV
- Calculated total energy: -20516.3080 eV
- Total charge: +1
- HOMO level: -11.19 eV



This record from the OMol25 dataset describes a molecular structure, C4H11Cl2MgN2O2 at a distorted geometry. The level of theory is ωB97M-V/def2-TZVPD.

```
22
Properties=species:S:1:pos:R:3:lowdin_charge:R:1
Mg 0.249 1.749 0.488 0.0857
C 3.346 -1.542 0.037 -0.0746
C 1.926 -0.975 0.111 -0.6139
C 1.118 -1.604 1.253 -0.0944
O 1.708 0.403 0.067 -0.3560
H 3.645 -1.172 -0.944 0.0626
H 3.318 -2.625 -0.083 0.0575
H 4.016 -1.338 0.871 0.0697
H 1.294 -1.332 -0.702 0.1006
H 0.907 -0.818 1.978 0.0343
H 1.486 -2.452 1.830 0.0560
H 0.101 -1.863 0.962 0.0538
Cl 0.301 3.906 -0.295 -0.2043
Cl -0.473 1.715 2.727 -0.2343
C -2.418 0.954 -0.687 -0.7684
O -1.389 0.831 -0.119 0.0001
N -3.139 -0.009 -0.987 0.1882
N -2.899 2.037 -1.303 0.1789
H -2.862 -0.954 -0.763 0.1441
H -4.023 0.150 -1.449 0.1232
H -3.858 2.055 -1.621 0.1033
H -2.352 2.883 -1.372 0.0878
```

## Properties
- Gap between HOMO and LUMO: 6.787 eV
- Calculated total energy: -41897.9491 eV
- Total charge: -1
- HOMO level: -4.27 eV



Computed values of energy above the lowest of the compared OMol25 structures with the same formula, charge and spin (unit: kJ/mol) for the preceding records, in sequence: 116.47 427.84 625.68 150.39.